# 1
C21H21BiN3O2S4 | the ωB97M-V functional and the def2-TZVPD basis

Calculated values
Energy above the lowest of the compared OMol25 structures with the same formula, charge and spin = 4.6 kcal per mole
Calculated total energy = -2934.77870 a.u.
Gap between HOMO and LUMO = 7.197 eV
Max |F| = 0.835 eV Å⁻¹
Net charge = +1
Lowest unoccupied orbital energy = -3.058 eV

Geometry as XYZ:
```
52
C21H21BiN3O2S4, DFT the ωB97M-V functional and the def2-TZVPD basis
Bi -0.15193 -1.14403 0.43837
S -2.12423 0.45437 0.43037
C -2.39773 0.84707 2.12857
C -3.66543 1.36467 2.40137
C -4.05053 1.67737 3.68707
C -3.17633 1.47487 4.74497
C -1.91083 0.99417 4.48927
C -1.50683 0.70047 3.19037
S 0.16307 0.06367 3.05587
C 1.15107 1.54497 2.59657
C 1.47187 1.81647 1.15597
C 2.45657 2.76787 0.87927
C 2.68437 3.13197 -0.43473
C 1.91277 2.56147 -1.43683
C 0.97097 1.61157 -1.08223
C 0.05367 1.02817 -2.10623
S 0.19727 -0.80413 -2.17583
C -1.45923 -1.23603 -2.74713
C -1.86303 -0.71523 -3.96813
C -3.12243 -0.99713 -4.45923
C -3.96793 -1.82713 -3.73703
C -3.55493 -2.36963 -2.53713
C -2.28813 -2.08753 -2.01993
S -1.81063 -2.87943 -0.52643
N 0.79347 1.23257 0.18097
H -4.34403 1.49997 1.57127
H -5.03663 2.07337 3.86217
H -3.47623 1.68517 5.75757
H -1.21043 0.83307 5.29167
H 2.07117 1.42457 3.17097
H 0.60747 2.40007 3.01097
H 3.02287 3.21507 1.68067
H 3.43387 3.86877 -0.67553
H 2.04017 2.84897 -2.46943
H 0.30287 1.40697 -3.09373
H -0.98763 1.25127 -1.85953
H -1.18703 -0.09443 -4.53493
H -3.43573 -0.57293 -5.40053
H -4.95323 -2.05453 -4.11463
H -4.20383 -3.01733 -1.97003
C 5.34037 -0.78323 -0.18443
O 4.63217 -2.01913 -0.20673
C 3.29907 -1.97303 -0.17463
O 2.63777 -0.95303 -0.13963
N 2.80777 -3.23433 -0.17433
N 1.43487 -3.50463 -0.19653
H 6.39117 -1.06113 -0.21623
H 5.11687 -0.22763 0.72757
H 5.07677 -0.17203 -1.04953
H 3.48307 -3.99023 -0.24203
H 1.18087 -4.13583 0.56047
H 1.15047 -3.92523 -1.07903
```

# 2
C21H21BrF16INO8S | the ωB97M-V functional and the def2-TZVPD basis

Calculated values
Energy above the lowest of the compared OMol25 structures with the same formula, charge and spin = 77.0 kcal per mole
SMILES string = C#C[C@]1(C[C@@H](C)I)OS(=O)(=O)O[C@]1(Br)N(C(C)=O)C(C)=O.FC(F)C(F)(F)COC(F)(F)C(F)F.FC(F)C(F)(F)COC(F)(F)C(F)F
Calculated total energy = -6336.92109 a.u.
Gap between HOMO and LUMO = 8.587 eV
Max |F| = 7.020 eV Å⁻¹
Lowest unoccupied orbital energy = -0.685 eV

Geometry as XYZ:
```
70
C21H21BrF16INO8S, DFT the ωB97M-V functional and the def2-TZVPD basis
C -0.77548 -1.31679 0.60515
C -1.53909 -0.63620 1.43635
C -2.38632 0.26439 2.49519
C -1.45521 0.25052 3.80646
C -1.17645 -1.19242 4.46739
C -2.36333 -2.27173 4.33179
I 0.76657 -2.07930 3.85684
O -3.81935 -0.05283 2.63719
S -4.74728 1.34445 2.98945
O -6.06171 0.99146 2.30847
O -4.80897 1.56028 4.48466
O -3.69623 2.38681 2.13145
C -2.48556 1.67787 1.64599
Br -1.09145 3.08147 2.08509
N -2.55544 1.56511 0.16085
C -2.14253 2.80952 -0.55183
C -0.73627 2.83728 -1.39305
O -2.82902 3.89229 -0.61429
C -3.86726 1.05810 -0.33342
C -4.05839 -0.51370 -0.75407
O -4.91524 1.78541 -0.51482
H 0.11047 -1.64290 -0.06083
H -1.89023 0.96292 4.61944
H -0.40760 0.69292 3.54238
H -1.04063 -1.00409 5.61152
H -2.39323 -2.71779 3.27215
H -3.36601 -1.72216 4.57373
H -2.28692 -3.10447 5.14610
H -0.76442 3.73608 -2.11913
H -0.72666 1.86485 -2.00602
H 0.17469 2.91870 -0.67036
H -4.51792 -1.08760 0.13718
H -3.01734 -0.94612 -1.01921
H -4.70248 -0.58734 -1.71599
C 0.83672 -7.25389 -1.24550
C 1.76172 -6.06517 -1.57813
C 2.67945 -5.60036 -0.44802
F 2.00303 -5.19176 0.64203
F 3.42840 -4.54108 -0.85229
F 1.00903 -5.04154 -2.05286
F 2.55328 -6.45890 -2.62159
O -0.50929 -6.94293 -0.85826
C -0.71927 -6.60498 0.50247
C -1.16545 -5.15021 0.69022
F -0.27740 -4.27814 0.16046
F -1.27101 -4.84396 2.00770
F 0.38242 -6.91730 1.21417
F -1.69465 -7.43396 0.94434
H 0.71868 -7.81624 -2.17622
H 1.30351 -7.96221 -0.55409
H 3.36968 -6.39630 -0.14817
H -2.13333 -4.97169 0.21696
C 4.39078 5.21816 -1.30538
C 3.09698 4.40368 -1.50911
C 3.15363 3.32524 -2.59024
F 3.42153 3.82216 -3.81190
F 1.95516 2.69228 -2.68924
F 2.06743 5.25975 -1.72213
F 2.82572 3.78559 -0.31858
O 4.47062 6.48960 -1.96509
C 4.88055 6.47963 -3.32239
C 3.77421 6.93842 -4.28016
F 2.65847 6.18357 -4.16128
F 4.17892 6.83184 -5.57105
F 5.37632 5.26374 -3.62892
F 5.92549 7.33759 -3.40035
H 4.42533 5.47186 -0.24195
H 5.29005 4.61760 -1.47372
H 3.90786 2.56717 -2.35276
H 3.49772 7.97775 -4.09081
```

# 3
C21H21ClN2PSc | the ωB97M-V functional and the def2-TZVPD basis

Calculated values
Calculated total energy = -2484.04261 a.u.
Gap between HOMO and LUMO = 6.408 eV
Max |F| = 5.214 eV Å⁻¹
Net charge = +2
Lowest unoccupied orbital energy = -8.074 eV

Geometry as XYZ:
```
47
C21H21ClN2PSc, DFT the ωB97M-V functional and the def2-TZVPD basis
Sc 2.05980 -0.35326 -0.39827
Cl 2.20518 -2.60336 0.32382
P -0.50567 -0.60928 0.17808
C -0.03794 -0.39296 -1.58614
C 0.03937 0.89796 -2.16364
C 0.47996 1.04146 -3.47853
C 0.85235 -0.07126 -4.22916
C 0.81474 -1.34815 -3.67742
C 0.42098 -1.50915 -2.35055
C -1.99514 -1.61392 0.14120
C -2.49654 -2.09067 1.37805
C -3.70810 -2.78007 1.42456
C -4.40985 -3.05303 0.23980
C -3.89287 -2.60658 -0.98421
C -2.69245 -1.88919 -1.05215
C -0.97454 1.02319 0.86819
C -0.18263 1.54427 1.91129
C -0.46855 2.78910 2.45126
C -1.57550 3.51141 1.99748
C -2.37838 2.97760 0.97945
C -2.08514 1.74250 0.40410
H -1.91167 -1.90330 2.28610
H -4.10187 -3.10285 2.38920
H -5.34463 -3.61469 0.29063
H -4.43676 -2.83324 -1.89780
H -2.33247 -1.52278 -2.01915
H -0.30981 1.76685 -1.59853
H 0.49742 2.03069 -3.94080
H 1.13814 0.04580 -5.27267
H 1.05609 -2.21427 -4.29734
H 0.42097 -2.50008 -1.90040
H 0.67359 0.97089 2.26861
H 0.18525 3.19830 3.22129
H -1.80523 4.47938 2.44720
H -3.23710 3.54489 0.62997
H -2.70614 1.35309 -0.41026
H 2.49936 1.39585 -1.31911
H 2.18383 1.62473 -0.61471
N 4.12795 0.42187 0.72886
C 5.15577 0.50457 1.58582
C 4.61976 0.26545 2.86002
C 3.26390 -0.04255 2.67873
N 2.92322 0.23258 1.38840
H 4.11705 0.82827 -0.19883
H 6.14080 0.64893 1.17207
H 5.13072 0.35791 3.80208
H 2.58279 -0.54291 3.34341
```

Computed molar mass (g/mol) in order:
684.666, 958.241, 412.796